(1)
The following is a DFT calculation (the ωB97M-V functional and the def2-TZVPD basis) of C7H12N4O2 in the gas phase at a distorted geometry.

Last column: Löwdin charge in e.
CARTESIAN COORDINATES (ANGSTROEM)
N -2.8165 -0.2638 2.5803  -0.03
C -1.9463 -0.3110 1.4188  -0.30
C -1.2596 -1.6908 1.3413  -0.23
O -0.7325 -1.9767 0.0607  -0.10
C 0.6452 -1.6991 0.1881  -0.20
N 0.9427 -0.4189 -0.4163  0.02
C 0.6879 -0.3826 -1.7271  -0.05
C 0.8958 0.7834 -2.4304  -0.01
C 1.4660 1.8175 -1.6057  -0.45
N 1.7803 2.9390 -2.2591  0.13
N 1.5985 1.8530 -0.3316  0.19
C 1.5116 0.7000 0.3077  -0.54
O 1.6892 0.4622 1.4549  0.08
H -3.2090 0.7631 2.5324  0.12
H -2.2455 -0.3510 3.4088  0.06
H -2.5899 -0.1654 0.5588  0.11
H -1.1702 0.5194 1.3181  0.12
H -0.5722 -2.0066 2.1842  0.14
H -2.2321 -2.3568 1.4099  0.15
H 0.9848 -1.8678 1.2230  0.13
H 1.2216 -2.4399 -0.3187  0.12
H 0.4769 -1.3860 -2.2265  0.16
H 0.7570 1.0203 -3.4965  0.10
H 2.1867 3.6253 -1.7606  0.05
H 1.9293 2.8332 -3.4145  0.21

The HOMO-LUMO gap is 9.483 eV. The SMILES is NCCOCn1ccc(N)nc1=O. The LUMO energy comes out at 0.7 eV. The value obtained for the relative energy (zero: lowest compared OMol25 entry of this formula, charge and spin) is 157.6 kJ/mol.

---

(2)
The following is a DFT calculation (the ωB97M-V functional and the def2-TZVPD basis) of C4H9NO in the gas phase.

Last column: Löwdin charge in e.
CARTESIAN COORDINATES (ANGSTROEM)
C 1.2013 0.7899 -1.6207  -0.09
C -0.2143 0.2619 -1.4027  -0.25
N -0.3202 -0.5599 -0.2081  0.04
C -0.7138 0.0036 0.9710  -0.55
C -0.5563 -0.8111 2.2382  -0.01
O -1.1578 1.1397 1.0324  0.03
H 1.2495 1.4173 -2.5173  0.07
H 1.9175 -0.0310 -1.7434  0.07
H 1.5149 1.3941 -0.7631  0.08
H -0.9060 1.0933 -1.2512  0.11
H -0.5587 -0.3117 -2.2700  0.11
H 0.1094 -1.4724 -0.2058  0.13
H -0.1526 -1.8217 2.1260  0.07
H -1.5277 -0.8595 2.7369  0.08
H 0.1149 -0.2327 2.8779  0.09

The HOMO-LUMO gap is 10.540 eV. The SMILES is CCNC(C)=O. The LUMO energy comes out at 0.9 eV. The value obtained for the relative energy (zero: lowest compared OMol25 entry of this formula, charge and spin) is 21.0 kJ/mol.

---

(3)
The following is a DFT calculation (the ωB97M-V functional and the def2-TZVPD basis) of C4H7NO2 in the gas phase at a distorted geometry.

Last column: Löwdin charge in e.
CARTESIAN COORDINATES (ANGSTROEM)
C -1.3605 -0.4783 -0.5662  -0.01
C 0.0530 1.9760 0.5234  -0.10
C 0.9953 -1.2924 -0.2102  -0.57
C 0.6436 0.6143 0.5259  -0.05
O 1.6788 -1.7104 0.8716  0.10
N -0.0772 -0.4075 0.1292  -0.08
O 1.0513 -1.8435 -1.2914  0.10
H 2.3317 -2.3653 0.5820  0.13
H -2.1436 -0.2788 0.1589  0.09
H -1.4723 -1.4705 -1.0053  0.10
H -1.4390 0.2599 -1.3686  0.09
H -0.6958 2.0473 1.3110  0.08
H 0.8342 2.7001 0.7703  0.06
H -0.3996 2.2491 -0.4305  0.07

The HOMO-LUMO gap is 8.969 eV. The LUMO energy comes out at 0.8 eV. The value obtained for the relative energy (zero: lowest compared OMol25 entry of this formula, charge and spin) is 302.9 kJ/mol.

---

(4)
The following is a DFT calculation (the ωB97M-V functional and the def2-TZVPD basis) of 2 unconnected molecules or ions with the total composition H3N2O2S at a distorted geometry.

Last column: Löwdin charge in e.
CARTESIAN COORDINATES (ANGSTROEM)
N -1.8690 0.0930 -0.1617  -0.20
N -0.4244 0.2489 0.4388  -0.32
O 2.3696 0.9353 -0.6930  -0.54
O 2.4741 -1.5378 -0.2246  -0.56
S 2.0231 -0.1718 0.1751  0.72
H -2.5782 -0.0933 0.6221  0.02
H -1.7047 -0.7462 -0.6388  -0.04
H -0.2904 1.2719 0.4822  -0.09

The HOMO-LUMO gap (spin up / spin down) is 6.652 / 6.654 eV. The total charge is -1. The LUMO energy (spin up / spin down) comes out at 4.1 / 4.1 eV. The value obtained for the relative energy (zero: lowest compared OMol25 entry of this formula, charge and spin) is 243.3 kJ/mol.

---

(5)
The following is a DFT calculation (the ωB97M-V functional and the def2-TZVPD basis) of C2H4N4O2 in the gas phase at a distorted geometry.

Last column: Löwdin charge in e.
CARTESIAN COORDINATES (ANGSTROEM)
H -2.6997 1.1009 0.1247  0.06
N -1.7316 1.5644 0.0835  0.10
C -0.6504 0.8058 -0.1669  -0.38
O 0.6145 1.1273 -0.0329  0.16
C 1.2663 -0.0996 0.0638  -0.35
O 2.6723 0.0464 0.1299  0.06
N 0.4952 -1.1273 -0.0943  0.15
N -0.7365 -0.6591 -0.3033  -0.24
N -1.6946 -1.3299 0.1865  0.01
H 3.0065 -0.9392 -0.0387  0.18
H -2.4421 -1.8337 -0.4139  0.14
H -2.1818 -1.0910 1.0636  0.11

The HOMO-LUMO gap is 9.132 eV. The SMILES is [H]/N=c1/oc(O)nn1N. The LUMO energy comes out at 0.5 eV. The value obtained for the relative energy (zero: lowest compared OMol25 entry of this formula, charge and spin) is 272.9 kJ/mol.

---

(6)
The following is a DFT calculation (the ωB97M-V functional and the def2-TZVPD basis) of a molecular structure, CH5BiO2 at a distorted geometry.

Last column: Löwdin charge in e.
CARTESIAN COORDINATES (ANGSTROEM)
O -0.2999 1.2659 0.0391  -0.85
Bi -0.7764 3.0245 0.5796  1.47
H 0.7259 0.8896 -0.5112  0.11
C -0.4886 -0.7747 0.1028  0.07
H -0.2109 -0.8793 1.1655  0.09
H -1.5479 -0.7110 -0.1902  0.09
H -0.4007 -1.8176 -0.2495  0.07
O 1.1739 -0.3717 -0.7974  -0.12
H 1.8246 -0.6256 -0.1385  0.07

The HOMO-LUMO gap (spin up / spin down) is 6.178 / 8.150 eV. As for the expectation value of S²: 0.753. As for the spin multiplicity: 2. The total charge is +1. The LUMO energy (spin up / spin down) comes out at -6.9 / -6.7 eV.

---

Q: Number 5 is which compound?
A: C2H4N4O2

---

What did the second record say?
The following is a DFT calculation (the ωB97M-V functional and the def2-TZVPD basis) of C4H9NO in the gas phase.

Last column: Löwdin charge in e.
CARTESIAN COORDINATES (ANGSTROEM)
C 1.2013 0.7899 -1.6207  -0.09
C -0.2143 0.2619 -1.4027  -0.25
N -0.3202 -0.5599 -0.2081  0.04
C -0.7138 0.0036 0.9710  -0.55
C -0.5563 -0.8111 2.2382  -0.01
O -1.1578 1.1397 1.0324  0.03
H 1.2495 1.4173 -2.5173  0.07
H 1.9175 -0.0310 -1.7434  0.07
H 1.5149 1.3941 -0.7631  0.08
H -0.9060 1.0933 -1.2512  0.11
H -0.5587 -0.3117 -2.2700  0.11
H 0.1094 -1.4724 -0.2058  0.13
H -0.1526 -1.8217 2.1260  0.07
H -1.5277 -0.8595 2.7369  0.08
H 0.1149 -0.2327 2.8779  0.09

The HOMO-LUMO gap is 10.540 eV. The SMILES is CCNC(C)=O. The LUMO energy comes out at 0.9 eV. The value obtained for the relative energy (zero: lowest compared OMol25 entry of this formula, charge and spin) is 21.0 kJ/mol.